1.
99
Properties=species:S:1:pos:R:3:forces:R:3 method="wB97M-V/def2-TZVPD" mol_weight_da=967.27 e_homo_ev=-13.19 charge=+2 e_lumo_ha=-0.2047 multiplicity=1 relative_energy_kj_mol=91.9 gap_ev=7.617 e_tot_ev=-94606.4670
Pb -0.154 0.540 -1.095 0.088 -0.095 -0.280
O 7.044 0.872 -0.778 0.009 -0.062 -0.079
C 5.935 0.447 -0.560 -0.006 0.207 0.258
O 5.524 -0.624 0.002 0.210 -0.036 -0.156
C 4.680 1.239 -0.941 -0.052 -0.013 -0.129
C 4.090 1.040 -2.188 0.027 -0.022 0.034
C 2.739 1.281 -2.336 -0.022 -0.063 -0.033
N 1.984 1.665 -1.295 0.025 0.173 0.053
C 2.577 2.032 -0.155 0.030 -0.044 -0.057
C 3.941 1.911 0.034 0.011 -0.031 0.058
C 1.643 2.380 0.944 -0.016 0.047 0.014
C 1.968 3.288 1.937 -0.026 0.032 -0.011
C 1.016 3.597 2.897 0.024 0.002 0.001
C -0.221 2.975 2.850 -0.013 -0.019 -0.007
C -0.465 2.055 1.846 0.002 0.041 -0.029
N 0.447 1.769 0.911 0.010 -0.048 0.075
C 1.997 1.063 -3.605 -0.006 -0.005 -0.006
C 2.614 1.103 -4.845 -0.004 0.002 -0.001
C 1.829 0.963 -5.981 0.003 -0.011 -0.009
C 0.460 0.797 -5.845 -0.006 -0.003 0.002
C -0.075 0.765 -4.568 0.026 -0.001 -0.008
N 0.678 0.888 -3.478 -0.104 -0.047 -0.006
H 4.669 0.596 -2.988 -0.020 -0.004 -0.016
H 4.389 2.148 0.991 0.004 0.003 0.004
H 2.933 3.776 1.930 0.006 -0.003 -0.002
H 1.237 4.325 3.667 -0.003 0.000 -0.004
H -0.990 3.187 3.578 -0.009 -0.002 0.012
H -1.409 1.524 1.799 -0.001 0.008 0.001
H 3.678 1.269 -4.928 0.002 0.003 0.011
H 2.283 0.997 -6.962 0.000 0.002 0.003
H -0.184 0.701 -6.707 0.002 -0.001 0.001
H -1.141 0.643 -4.409 0.004 0.005 -0.001
C -3.629 -0.213 5.032 -0.059 -0.018 0.025
C -4.492 -0.398 3.791 -0.053 0.008 0.034
S -3.686 -0.988 2.289 -0.046 -0.002 0.110
C -2.957 -2.566 2.787 0.009 -0.058 0.012
C -1.431 -2.670 3.062 0.006 -0.081 0.063
S -0.359 -1.296 2.560 -0.142 -0.036 -0.032
C 0.220 -0.607 4.137 0.061 0.020 0.030
C -0.815 -0.356 5.224 0.010 -0.040 0.027
S -2.143 0.796 4.793 0.011 0.047 -0.025
H -3.329 -1.176 5.445 0.047 -0.009 -0.043
H -4.239 0.270 5.796 0.003 -0.012 0.004
H -4.944 0.548 3.490 0.042 0.012 -0.016
H -5.315 -1.075 4.029 -0.003 0.014 0.009
H -3.210 -3.268 1.993 0.002 0.036 -0.034
H -3.506 -2.913 3.663 0.010 -0.006 -0.007
H -1.054 -3.550 2.542 -0.005 -0.007 0.004
H -1.244 -2.855 4.119 -0.006 0.050 -0.005
H 0.710 0.329 3.853 -0.021 -0.007 0.004
H 0.991 -1.262 4.548 -0.007 -0.014 -0.011
H -0.285 0.034 6.094 -0.010 0.026 -0.009
H -1.269 -1.292 5.545 -0.004 0.010 0.003
N -2.138 -0.795 -0.502 -0.064 0.134 0.122
C -3.395 -0.644 -1.206 0.112 0.004 0.051
C -4.213 -1.768 -1.220 -0.021 -0.003 -0.043
C -5.481 -1.733 -1.760 0.012 0.002 0.011
C -5.946 -0.523 -2.248 0.003 -0.001 0.005
C -5.123 0.585 -2.247 0.023 -0.020 -0.047
C -3.795 0.572 -1.782 -0.006 -0.029 -0.090
C -2.958 1.822 -1.961 -0.085 -0.010 0.085
C -3.566 2.931 -2.577 0.001 0.055 0.058
C -2.947 4.156 -2.742 0.042 -0.012 0.009
C -1.647 4.349 -2.307 -0.060 0.002 -0.020
C -0.984 3.268 -1.764 0.098 -0.019 0.059
C -1.614 2.036 -1.596 -0.083 0.059 -0.059
H -2.271 -0.490 0.470 -0.081 -0.037 -0.023
H -1.910 -1.784 -0.441 0.068 0.012 -0.021
H -3.844 -2.683 -0.769 -0.003 0.002 0.000
H -6.103 -2.617 -1.767 -0.001 0.003 0.001
H -6.952 -0.436 -2.634 0.002 0.004 0.001
H -5.557 1.494 -2.626 0.000 -0.045 -0.050
H -4.566 2.854 -2.964 -0.002 0.034 0.054
H -3.492 4.960 -3.218 0.000 -0.001 0.004
H -1.153 5.305 -2.414 0.002 -0.003 -0.004
H 0.056 3.382 -1.478 -0.010 0.003 -0.018
C 3.897 -1.084 2.419 0.012 -0.085 -0.037
N 3.630 -1.870 1.179 -0.199 -0.055 0.062
C 3.287 -3.270 1.537 -0.012 0.092 0.008
C 2.602 -1.131 0.378 0.085 0.052 0.069
C 2.068 -1.792 -0.862 -0.004 -0.066 0.086
C 2.783 -2.767 -1.551 -0.038 -0.050 0.015
C 2.233 -3.420 -2.646 -0.009 0.010 0.001
C 0.951 -3.109 -3.068 0.008 -0.022 -0.004
C 0.261 -2.078 -2.445 -0.033 0.061 -0.014
C 0.821 -1.405 -1.365 0.249 0.017 -0.028
H 4.722 -1.547 2.952 -0.001 -0.009 0.003
H 2.996 -1.089 3.031 0.008 0.046 0.004
H 4.188 -0.081 2.125 -0.037 0.014 0.033
H 4.517 -1.749 0.632 0.067 -0.011 -0.119
H 2.366 -3.253 2.119 -0.005 -0.018 0.001
H 4.099 -3.677 2.134 0.000 -0.012 -0.004
H 3.147 -3.871 0.648 -0.003 -0.009 0.001
H 3.131 -0.224 0.107 -0.103 -0.022 0.038
H 1.780 -0.900 1.057 0.023 -0.024 -0.039
H 3.788 -3.023 -1.239 -0.002 0.008 -0.004
H 2.807 -4.178 -3.162 0.002 0.001 0.006
H 0.503 -3.636 -3.900 -0.001 0.006 -0.002
H -0.711 -1.791 -2.836 0.006 -0.007 0.001

---

2.
98
Properties=species:S:1:pos:R:3:forces:R:3 method="wB97M-V/def2-TZVPD" mol_weight_da=868.40 e_homo_ev=-1.74 charge=-2 e_lumo_ha=0.1414 multiplicity=1 relative_energy_kj_mol=0.0 gap_ev=5.582 e_tot_ev=-86545.8242
Ba 0.052 -0.176 0.147 0.225 0.249 0.617
C -0.373 7.755 0.855 0.020 0.027 -0.031
C -0.219 6.631 1.888 -0.027 -0.098 0.007
C 1.134 5.952 1.682 -0.002 -0.054 -0.002
C -0.236 7.228 3.303 -0.003 0.003 0.001
C -1.381 5.643 1.732 0.062 -0.018 -0.016
C -2.680 6.073 2.056 -0.102 -0.024 -0.008
C -3.766 5.221 2.011 0.024 0.006 0.042
C -3.559 3.906 1.611 -0.025 0.039 -0.003
S -4.680 2.596 1.505 -0.006 -0.103 -0.036
C -3.374 1.539 0.938 -0.099 0.134 -0.111
N -2.230 2.133 0.833 0.235 0.007 0.135
C -2.290 3.465 1.226 -0.034 -0.212 0.046
C -1.200 4.339 1.296 0.048 -0.084 0.011
C -3.662 0.141 0.549 0.065 0.115 -0.011
C -4.904 -0.419 0.879 -0.001 0.026 0.040
C -5.205 -1.713 0.488 0.106 0.065 -0.037
C -4.271 -2.419 -0.270 -0.055 0.139 0.043
C -3.054 -1.829 -0.591 -0.015 -0.146 -0.054
C -2.668 -0.541 -0.173 -0.249 -0.107 -0.226
H 0.454 8.467 0.939 -0.030 -0.020 0.005
H -1.310 8.299 0.998 0.018 -0.010 -0.012
H -0.371 7.343 -0.157 0.004 0.022 0.030
H 1.941 6.674 1.842 -0.039 -0.010 -0.016
H 1.238 5.551 0.674 0.027 0.001 0.022
H 1.274 5.127 2.384 0.007 0.040 -0.028
H 0.610 7.911 3.430 -0.026 -0.020 -0.006
H -0.153 6.436 4.050 0.001 0.030 -0.013
H -1.152 7.787 3.502 0.032 -0.010 0.001
H -2.846 7.100 2.359 0.023 -0.024 0.036
H -4.751 5.564 2.304 0.025 0.012 -0.036
H -0.225 3.947 1.028 -0.036 0.054 0.010
H -5.629 0.145 1.461 0.001 -0.042 0.008
H -6.147 -2.166 0.771 -0.027 0.009 -0.009
H -4.494 -3.432 -0.595 0.009 0.036 -0.017
H -2.357 -2.413 -1.192 -0.024 -0.020 0.096
C 5.744 -3.937 -1.066 -0.045 0.057 0.043
C 4.471 -3.884 -1.616 0.004 -0.028 -0.010
C 3.736 -2.708 -1.563 -0.159 0.015 -0.047
C 4.265 -1.579 -0.956 0.156 0.075 -0.181
C 5.546 -1.626 -0.410 0.002 0.058 0.123
C 6.277 -2.802 -0.461 -0.064 -0.001 0.029
N 3.478 -0.376 -1.063 -0.189 -0.388 0.152
N 3.931 0.580 -0.428 0.148 0.291 -0.005
C 3.236 1.821 -0.641 -0.075 0.235 0.003
C 4.101 2.918 -0.626 0.126 -0.067 -0.078
C 3.632 4.171 -0.988 -0.042 -0.051 -0.040
C 2.302 4.293 -1.377 0.019 -0.019 -0.008
C 1.454 3.188 -1.313 0.010 0.025 0.205
C 1.854 1.910 -0.880 -0.090 -0.227 -0.272
H 6.318 -4.856 -1.106 0.005 0.020 -0.008
H 4.046 -4.754 -2.102 -0.028 0.004 0.039
H 2.743 -2.648 -1.990 -0.044 -0.022 -0.046
H 5.948 -0.731 0.047 0.009 -0.026 -0.017
H 7.271 -2.835 -0.027 -0.010 0.004 -0.016
H 5.151 2.761 -0.394 -0.062 0.030 0.100
H 4.292 5.031 -0.978 0.018 -0.003 -0.051
H 1.924 5.258 -1.708 -0.001 -0.033 0.008
H 0.415 3.344 -1.605 0.000 0.025 0.086
C 2.604 -2.031 5.195 -0.068 0.030 -0.036
O 1.739 -1.188 4.449 -0.001 0.026 0.078
C 0.669 -0.598 5.059 0.088 -0.171 -0.055
S 0.374 -0.863 6.698 0.076 0.034 -0.152
S -0.246 0.348 4.002 -0.047 0.008 -0.267
H 3.404 -2.301 4.506 -0.021 0.001 -0.016
H 2.083 -2.925 5.540 -0.042 -0.014 0.002
H 3.004 -1.519 6.069 0.012 0.052 0.018
C 0.499 -6.061 -4.328 0.001 0.058 -0.016
C 0.326 -4.674 -3.753 -0.043 0.094 -0.003
C 0.147 -3.589 -4.607 0.015 -0.046 0.038
C -0.011 -2.315 -4.048 -0.007 -0.005 0.020
C -0.235 -1.107 -4.926 0.036 -0.061 0.049
C 0.027 -2.164 -2.682 0.069 -0.079 0.078
C 0.225 -3.234 -1.743 0.064 -0.038 0.151
C 0.355 -4.515 -2.372 0.020 -0.012 -0.063
N 0.286 -2.875 -0.453 0.111 0.154 0.071
C 0.422 -3.720 0.736 0.013 -0.134 -0.030
C -0.850 -3.566 1.586 -0.054 0.011 -0.054
C 1.608 -3.191 1.564 -0.077 0.081 -0.069
C 0.657 -5.230 0.558 0.038 0.049 -0.030
H 0.386 -6.046 -5.414 0.003 -0.019 0.006
H -0.241 -6.753 -3.919 0.016 -0.001 0.005
H 1.489 -6.463 -4.098 -0.014 -0.010 0.006
H 0.130 -3.726 -5.684 -0.016 -0.001 0.019
H -0.245 -1.388 -5.981 0.003 0.008 0.001
H 0.551 -0.362 -4.776 -0.018 -0.007 -0.005
H -1.188 -0.628 -4.690 0.014 0.001 -0.010
H -0.087 -1.162 -2.281 -0.070 -0.004 -0.238
H 0.494 -5.411 -1.788 -0.006 0.045 -0.013
H -1.014 -2.526 1.887 0.000 -0.064 -0.007
H -0.788 -4.165 2.501 0.006 0.049 -0.007
H -1.724 -3.882 1.012 0.018 0.008 0.030
H 1.451 -2.153 1.876 0.031 -0.057 0.053
H 2.530 -3.241 0.984 0.049 -0.019 -0.048
H 1.734 -3.776 2.480 -0.009 0.062 0.014
H -0.197 -5.716 0.082 0.037 -0.007 -0.001
H 0.790 -5.681 1.546 -0.014 0.015 -0.018
H 1.561 -5.425 -0.024 -0.032 -0.022 0.014